C6H12N3 | ωB97M-V/def2-TZVPD

Element x y z (Å)
C: -0.2385 2.6531 -1.2345
N: 0.5087 1.8025 -0.3947
C: 0.1323 0.5516 -0.0807
C: -0.9386 -0.2251 -0.5334
N: -0.8304 -1.4687 -0.0671
C: -1.5813 -2.5772 -0.4704
C: 0.2675 -1.5961 0.6804
N: 0.8678 -0.3327 0.7476
C: 2.0724 -0.1571 1.6044
H: -1.1482 2.1462 -1.7059
H: -0.5231 3.5436 -0.7048
H: 0.3711 3.0132 -2.0230
H: 1.3360 2.3045 -0.0696
H: -1.7523 0.0915 -1.0799
H: -2.5437 -2.1303 -1.0184
H: -1.1283 -3.0918 -1.3123
H: -1.7467 -3.3111 0.2452
H: 0.3114 -2.3863 1.3923
H: 1.8727 0.0552 2.6454
H: 2.6772 -1.1100 1.6622
H: 2.7043 0.5864 1.3478

Force components x, y, z for each atom (eV/Å):
-2.4 -0.1 -1.3
1.0 -0.1 0.8
0.8 -1.7 1.0
1.4 1.9 0.3
2.6 -0.2 1.6
-3.3 0.9 -4.3
-0.7 2.8 -0.1
-0.3 -1.4 0.0
-1.1 -3.2 1.1
1.3 0.8 0.8
-0.7 0.3 0.4
0.6 0.1 -1.1
-0.3 -1.2 0.4
-1.4 0.4 -1.2
1.6 -1.3 1.8
0.5 0.1 -0.1
-0.7 -0.8 1.7
0.8 -0.4 0.2
-0.9 0.1 0.2
-0.8 0.9 -0.6
1.8 2.4 -1.7

Orbital gap = 0.329 hartree
Energy relative to the best compared isomer or geometry (same formula, charge and spin) = 181.9 kJ/mol
LUMO energy = -3.1 eV
SMILES = CNc1c[n+](C)cn1C
F_max = 5.475 eV Å⁻¹
Multiplicity = 1
E_HOMO = -12.084 eV
Total charge = +1